Entry 1:
Molecular formula: C16H16N4O2Pd
Method: DFT, ωB97M-V/def2-TZVPD

XYZ file:
```
39
Properties=species:S:1:pos:R:3:forces:R:3:lowdin_charge:R:1
Pd -0.360237 1.134265 -0.293075 0.483 -0.712 0.828 0.88
O -0.244009 0.454923 1.790373 0.063 -0.222 -0.075 -0.19
C -0.908678 -0.437863 2.435970 0.023 0.026 -0.026 -0.39
C -0.836501 -0.436638 3.862624 0.020 0.043 -0.034 -0.03
C -1.495360 -1.346570 4.642635 -0.043 -0.044 0.009 -0.10
C -2.290618 -2.343590 4.056334 0.056 0.059 0.027 -0.12
C -2.383728 -2.375257 2.688272 0.006 0.016 -0.048 -0.07
C -1.720411 -1.457450 1.849132 -0.087 -0.074 -0.059 -0.10
C -1.893026 -1.604420 0.404233 0.086 0.028 0.059 -0.26
N -1.406789 -0.854244 -0.580308 -0.419 0.054 -0.139 0.02
C -1.844133 -1.409104 -1.770406 0.112 0.124 0.096 -0.15
C -2.592149 -2.506385 -1.517340 -0.032 -0.038 0.077 -0.10
N -2.615775 -2.621143 -0.144816 0.003 0.001 -0.089 0.09
H -0.221299 0.338589 4.303034 -0.007 -0.017 -0.004 0.11
H -1.403505 -1.295912 5.721909 0.004 0.005 -0.022 0.10
H -2.817613 -3.068673 4.661798 0.010 0.019 -0.007 0.09
H -3.005235 -3.151594 2.255497 -0.005 0.014 0.022 0.09
H -1.574164 -0.979154 -2.720138 0.001 0.000 0.012 0.10
H -3.094067 -3.206158 -2.162631 0.022 0.029 0.025 0.11
H -3.088389 -3.338527 0.369548 -0.005 -0.043 0.014 0.13
C -2.593604 2.451688 -1.231699 -0.026 0.109 0.022 -0.04
C -1.084584 2.570721 -1.147240 0.271 -0.077 -0.637 -0.54
O -0.392211 3.490399 -1.468457 -0.378 0.320 -0.066 0.03
H -2.989353 3.365778 -1.668615 -0.065 0.016 0.002 0.08
H -3.010910 2.298326 -0.237264 -0.016 0.029 0.012 0.08
H -2.859993 1.586951 -1.837127 0.017 0.012 -0.026 0.07
N 5.710049 1.083036 -2.391854 -0.061 -0.012 -0.069 0.12
C 4.414265 1.114835 -1.952684 0.078 0.036 0.009 -0.32
C 3.661560 2.292550 -1.988725 -0.007 -0.059 0.017 -0.01
C 2.353468 2.268796 -1.557023 0.139 -0.042 -0.046 -0.12
N 1.750259 1.166593 -1.097691 -0.140 0.580 -0.057 -0.03
C 2.468881 0.043799 -1.065409 -0.066 -0.137 0.084 -0.13
C 3.780810 -0.036146 -1.477254 -0.038 -0.013 0.017 -0.02
H 6.194950 1.949487 -2.534896 0.014 0.030 0.018 0.10
H 6.280166 0.289703 -2.164688 0.022 -0.023 0.029 0.10
H 4.095456 3.217711 -2.347380 -0.013 -0.021 0.007 0.11
H 1.748711 3.164607 -1.579563 -0.012 -0.032 0.020 0.09
H 1.960308 -0.833346 -0.681120 0.008 0.000 0.003 0.11
H 4.307471 -0.980570 -1.423944 -0.015 0.017 -0.003 0.11
```
Forces are in eV/Å.

The multiplicity is 1. As for the HOMO-LUMO gap: 0.263 Ha. As for the LUMO energy: 0.0125 hartree.

---

Entry 2:
Molecular formula: C16H16N4O6S
Method: DFT, ωB97M-V/def2-TZVPD

XYZ file:
```
43
Properties=species:S:1:pos:R:3:forces:R:3:lowdin_charge:R:1
C 6.073706 -1.648969 -2.621741 0.073 0.013 -0.274 -0.08
H 5.303549 -2.034732 -3.297348 0.023 0.027 0.035 0.10
O 5.638433 -1.654975 -1.283601 -0.249 0.091 0.377 -0.05
C 4.561585 -0.908417 -0.945775 0.005 -0.053 0.127 -0.19
C 3.828150 -0.118552 -1.817314 0.281 -0.173 -0.076 -0.01
C 2.742149 0.619163 -1.371063 -0.188 0.080 0.363 -0.03
C 2.369240 0.571195 -0.036684 0.348 -0.325 -0.234 -0.14
C 3.089553 -0.241560 0.845349 0.049 -0.035 0.028 0.05
C 4.177870 -0.973384 0.417362 0.079 -0.025 -0.116 -0.19
O 4.938521 -1.776883 1.200670 0.008 0.114 -0.416 -0.06
C 4.594933 -1.900373 2.560526 -0.069 -0.016 0.251 -0.07
H 5.321184 -2.592363 2.983265 -0.077 0.057 0.013 0.10
H 4.663224 -0.939755 3.080823 -0.015 -0.032 -0.026 0.10
H 3.587530 -2.309386 2.684768 0.031 0.026 -0.009 0.10
H 2.759033 -0.270009 1.870957 0.010 -0.058 0.102 0.11
C 1.218886 1.307061 0.530242 -0.103 0.230 -0.142 -0.43
O 0.670858 0.968145 1.574660 0.170 -0.050 0.231 0.04
N 0.799246 2.398931 -0.150475 0.030 0.121 -0.213 0.09
H 1.237337 2.648675 -1.020324 0.057 -0.038 0.119 0.13
C -0.257505 3.252907 0.346391 -0.232 -0.063 0.152 -0.07
C -1.657505 2.694062 0.044009 0.349 0.107 0.149 -0.43
O -2.428467 3.236584 -0.714518 -0.270 0.073 -0.170 0.08
N -1.895090 1.542160 0.734785 0.545 0.073 0.297 0.05
N -2.974723 0.750754 0.734973 -0.801 -0.526 -0.071 0.09
C -4.040896 0.996213 0.069499 0.792 0.894 -0.221 -0.16
C -5.128115 0.067383 0.161205 -0.898 -0.952 0.200 -0.49
C -5.186247 -1.101151 0.901459 0.251 0.621 -0.289 -0.10
C -6.397053 -1.772070 0.763257 -0.836 0.071 -0.446 -0.06
C -7.255700 -1.106215 -0.085102 1.513 0.591 0.337 -0.47
N -8.553815 -1.476580 -0.465321 -0.622 -0.391 -0.044 -0.43
O -9.138683 -0.734947 -1.234089 -0.223 0.107 -0.176 0.04
O -9.003657 -2.508462 -0.003743 -0.132 -0.126 0.021 0.08
S -6.585308 0.352568 -0.722291 0.247 -0.498 0.442 1.17
H -6.660011 -2.696369 1.244973 -0.069 -0.131 0.052 0.12
H -4.364178 -1.428461 1.509650 0.142 -0.064 0.110 0.11
H -4.188523 1.864386 -0.567627 0.238 0.044 0.082 0.10
H -1.125367 1.175273 1.311195 -0.340 0.247 -0.295 0.11
H -0.174239 4.236263 -0.116470 -0.076 -0.139 0.048 0.13
H -0.148713 3.343079 1.432856 0.040 0.069 -0.140 0.13
H 2.184053 1.194751 -2.094316 -0.056 0.048 -0.070 0.11
H 4.093131 -0.071646 -2.861304 0.064 -0.038 -0.082 0.11
H 6.939484 -2.308185 -2.650008 -0.062 0.059 -0.045 0.10
H 6.372148 -0.646103 -2.943762 -0.027 -0.036 0.019 0.10
```
Forces are in eV/Å.

The multiplicity is 1. As for the HOMO-LUMO gap: 0.283 Ha. As for the LUMO energy: -0.0325 hartree.

---

Entry 3:
Molecular formula: C16H16N4PtS6
Method: DFT, ωB97M-V/def2-TZVPD

XYZ file:
```
43
Properties=species:S:1:pos:R:3:forces:R:3:lowdin_charge:R:1
Pt 1.369693 0.361624 0.487850 0.009 -0.057 0.157 0.61
N 0.794328 1.512354 -1.170803 -0.136 0.147 -0.019 -0.09
C 0.200881 2.758524 -0.733145 0.029 -0.012 -0.024 -0.25
C -0.185434 3.742467 -1.594510 -0.014 0.000 0.027 0.00
C -0.826611 4.901574 -1.107090 -0.003 0.009 -0.019 -0.05
C -1.085513 5.044692 0.225107 0.008 -0.017 0.006 -0.02
C -0.690683 4.040658 1.139538 0.017 -0.018 0.010 -0.14
C -0.917466 4.121336 2.534040 -0.008 0.007 -0.039 0.01
C -0.478194 3.118034 3.344006 0.011 0.041 -0.046 -0.02
C 0.204145 2.026088 2.775765 0.013 -0.020 0.160 -0.11
N 0.418946 1.912875 1.488859 0.046 -0.049 -0.093 -0.07
C -0.029714 2.900379 0.650787 -0.008 0.051 0.019 -0.16
H 0.025605 0.943386 -1.566968 0.040 -0.009 -0.054 -0.01
H 1.506835 1.669768 -1.876048 0.015 -0.022 0.004 0.11
H -0.015609 3.624160 -2.657457 -0.003 -0.001 -0.001 0.12
H -1.125194 5.671647 -1.805061 -0.001 -0.002 0.000 0.11
H -1.590547 5.924864 0.601797 0.000 0.004 -0.010 0.12
H -1.436802 4.981890 2.936886 0.004 -0.002 0.007 0.12
H -0.630242 3.142121 4.413056 0.004 -0.002 0.002 0.11
H 0.588511 1.232830 3.403628 -0.020 -0.034 -0.010 0.07
S 4.185788 -6.178078 1.665854 0.001 0.008 0.005 0.52
C 3.584696 -4.676518 1.407646 -0.003 -0.024 0.011 -1.52
S 2.983612 -3.649826 2.668546 0.019 -0.044 0.015 0.89
C 2.524179 -2.302313 1.661645 -0.035 0.088 -0.066 -1.15
C 2.757869 -2.432737 0.347207 0.010 -0.048 -0.025 -1.16
S 2.320174 -1.222382 -0.835440 0.035 -0.045 0.043 0.47
S 3.482458 -3.941664 -0.159359 -0.019 0.053 0.010 0.88
S 1.752218 -0.894529 2.354965 0.038 0.030 -0.081 0.48
C -2.025312 -2.300452 -3.236425 0.017 0.001 -0.019 -0.06
N -1.682010 -2.438639 -1.844588 0.023 0.009 0.022 -0.16
C -0.919573 -3.595177 -1.382460 -0.008 -0.019 0.027 -0.11
C -0.712972 -3.290095 0.107780 0.020 0.035 -0.020 -0.12
N -1.147103 -1.898462 0.209798 0.129 0.096 0.105 0.02
C -1.628778 -1.430341 -0.955687 0.022 -0.067 0.012 -0.82
S -2.114812 0.161614 -1.236707 -0.015 0.014 -0.018 0.63
H -2.573120 -3.183428 -3.566869 0.000 0.000 0.003 0.09
H -1.123822 -2.195355 -3.848920 -0.012 -0.001 -0.008 0.10
H -2.645635 -1.418130 -3.364842 0.002 0.008 0.015 0.05
H 0.028802 -3.654119 -1.925795 0.000 -0.009 0.003 0.12
H -1.477165 -4.516664 -1.550090 -0.001 0.002 0.000 0.12
H 0.328310 -3.389114 0.409078 -0.007 -0.009 -0.001 0.09
H -1.327739 -3.924128 0.747404 -0.007 -0.016 -0.020 0.12
H -0.667012 -1.260753 0.837013 -0.208 -0.073 -0.089 0.06
```
Forces are in eV/Å.

The multiplicity is 1. As for the HOMO-LUMO gap: 0.216 Ha. As for the LUMO energy: -0.0365 hartree.

---

Entry 4:
Molecular formula: C16H16N7O2S2Sm
Method: DFT, ωB97M-V/def2-TZVPD

XYZ file:
```
44
Properties=species:S:1:pos:R:3:forces:R:3:lowdin_spin:R:1
Sm 0.419776 0.423557 0.699895 1.140 -1.628 0.270 5.08
O -2.804778 3.937033 -2.040305 0.082 0.289 -0.422 0.00
C -1.642120 4.055537 -2.704682 -0.379 0.029 0.024 0.00
C -1.608826 4.895320 -3.819406 0.115 -0.044 0.030 0.00
C -0.440551 5.043482 -4.540769 0.028 0.034 -0.039 0.00
C 0.720478 4.365828 -4.168352 -0.199 0.013 0.067 0.00
C 0.679279 3.532890 -3.065719 0.144 -0.040 0.025 0.00
C -0.485738 3.359851 -2.319188 -0.023 0.021 -0.193 0.00
C -0.501138 2.461145 -1.155048 0.972 -0.182 0.200 0.00
O 0.661721 1.869986 -0.806965 -1.040 1.203 -0.571 -0.02
N -1.597739 2.302068 -0.496345 -0.184 -0.298 0.493 0.00
N -1.460701 1.533578 0.706983 -0.854 -0.072 -0.423 -0.03
C -2.216395 0.309668 0.600080 0.488 0.154 0.130 0.00
C -2.223159 -0.459968 1.909077 -0.148 0.328 -0.558 0.00
C -3.328356 -1.186098 2.336917 0.011 -0.057 0.069 0.00
C -3.201260 -1.987973 3.452850 -0.084 -0.046 0.038 0.00
C -1.985086 -2.047151 4.128891 0.047 0.088 -0.018 0.00
C -0.949117 -1.263658 3.661533 -0.207 0.123 0.043 0.00
N -1.070975 -0.478455 2.587880 0.205 -0.025 -0.017 -0.01
H -2.638415 3.291350 -1.307021 -0.055 -0.169 0.274 0.00
H -2.519781 5.410672 -4.093604 0.018 0.011 -0.015 0.00
H -0.432918 5.694663 -5.407120 0.013 -0.004 0.015 0.00
H 1.634743 4.489542 -4.732269 0.007 -0.015 0.000 0.00
H 1.562184 2.992487 -2.752107 0.003 -0.014 0.006 0.00
H -3.199431 0.419895 0.156285 -0.040 0.051 -0.008 0.00
H -4.252587 -1.132510 1.778735 0.008 -0.015 0.001 0.00
H -4.045886 -2.571538 3.797940 0.022 0.005 0.008 0.00
H -1.845095 -2.661902 5.006573 -0.049 -0.021 -0.011 0.00
H 0.008445 -1.236899 4.170129 0.009 -0.027 -0.009 0.00
C 2.532196 -5.053012 0.316043 0.002 0.015 -0.025 0.00
C 3.244924 -3.786482 0.605195 0.321 -0.180 0.016 0.00
N 4.527815 -3.654773 0.754223 -0.307 0.332 -0.032 0.00
N 4.695835 -2.307440 0.980049 0.175 -0.240 0.039 0.00
C 3.561603 -1.609426 0.986152 0.042 0.556 -0.006 0.00
S 3.370283 0.065129 1.189323 0.180 -0.545 0.058 0.00
N 2.623499 -2.566428 0.747509 -0.389 0.260 0.072 0.00
N 1.272172 -2.238790 0.662606 0.194 -0.029 -0.045 0.00
H 3.269943 -5.844550 0.216876 -0.022 -0.010 0.011 0.00
H 1.964524 -4.977013 -0.612061 0.011 0.018 -0.007 0.00
H 1.834890 -5.311864 1.113352 0.017 0.018 0.031 0.00
H 5.613468 -1.916423 1.109261 0.019 -0.058 0.001 0.00
H 0.714210 -2.793770 1.300899 -0.063 -0.038 -0.002 0.00
H 0.905998 -2.342602 -0.281732 -0.117 -0.067 -0.013 0.00
S -1.367953 -1.024957 -0.672579 -0.117 0.277 0.494 -0.02
```
Forces are in eV/Å.

The multiplicity is 6. As for the HOMO-LUMO gap (spin up / spin down): 0.246 / 0.247 Ha. As for the LUMO energy (spin up / spin down): -0.0120 / -0.0118 hartree.

---

no.,largest force on an atom (hartree/bohr),E_tot (Ha)
1,0.02323,-1116.687557
2,0.03226,-1687.837763
3,0.00461,-3346.891666
4,0.03901,-2607.470781